Entry a
18
Properties=species:S:1:pos:R:3 method="wB97M-V/def2-TZVPD" spin_multiplicity=1 e_homo_ha=-0.111 e_lumo_ev=3.98 charge=-1
C -1.62353 -1.38747 1.31766
H -3.86828 -0.03492 2.10250
H 3.51822 0.18368 -0.01548
O -1.44562 0.58261 -0.05547
H -2.27372 -1.85773 2.05001
C 2.80490 1.26445 -1.72337
C -3.27482 0.48885 1.36916
H 1.94907 1.86794 -2.02080
S 1.32845 -0.75834 -0.47042
H -0.62155 -1.27550 1.73913
H 2.22999 1.30917 0.34854
H -3.60366 1.46160 1.03666
H -1.50329 -2.05149 0.46149
C -2.15292 -0.05588 0.88490
H -0.53176 0.18512 -0.20250
H 2.95892 0.51660 -2.50629
H 3.68025 1.92690 -1.70882
C 2.56919 0.57605 -0.38607

=====

Entry b
18
Properties=species:S:1:pos:R:3 method="wB97M-V/def2-TZVPD" spin_multiplicity=1 e_homo_ha=-0.086 e_lumo_ev=3.25 charge=-1
H -0.53522 2.13722 3.41905
C -0.72853 1.07062 1.49379
H -0.06945 -3.13087 -0.32760
H 1.80396 0.17770 -3.70037
H -1.84657 0.89184 1.40861
H -0.36545 1.30267 0.48194
C -0.39675 2.30760 2.36202
O 1.91132 -0.04034 -2.76673
H -0.94200 3.24297 2.05921
H -0.71022 -1.60945 0.32791
H -0.14110 -0.71279 -3.05632
C -0.42663 -2.15421 -0.65216
H 0.70515 2.48145 2.22739
C 0.72520 -0.73311 -2.39002
H -1.25170 -2.21086 -1.34762
H 1.54311 -1.25791 -0.52830
C 0.69532 -1.36665 -1.19416
S 0.02955 -0.39588 2.18335

=====

Ordering by calculated energy gives the sequence entry a, entry b, with the first entry being the most stable.

=====

Entry a
57
Properties=species:S:1:pos:R:3 method="wB97M-V/def2-TZVPD" spin_multiplicity=1 e_homo_ha=-0.273 e_lumo_ev=0.65 smiles="O=S(=O)(NCC1CC1)c1ccc(Nc2nccc(N3CCCc4cc(O)ccc43)n2)cc1"
O -3.78244 -0.25974 -1.63261
C 0.42045 1.29532 -1.10381
C 5.23712 1.32668 0.43884
H 1.18976 -4.04634 -1.08943
C 0.36724 -1.46283 0.91589
C 3.81098 -3.17695 -0.93772
H -6.00799 2.16017 0.36872
H -0.49060 -1.04649 1.42310
H -2.68992 2.67926 0.70816
H -7.62491 0.39301 -0.43816
C 4.89251 -3.03413 0.13274
N 1.72274 3.16965 -0.31020
H 1.28635 0.90996 -1.61163
N 2.90724 1.22608 0.01873
C -6.73074 0.14717 0.12204
H -5.44907 1.34146 -1.11016
C 5.18431 -1.55599 0.37168
H -0.58178 3.98147 0.70290
H -7.00557 -2.02352 -0.25933
S -3.27861 0.00127 -0.31884
H 4.11877 -2.64835 -1.84460
C 1.31565 -3.15031 -0.50150
C -6.37625 -1.30254 0.23882
C -0.63198 3.02515 0.20259
C -0.76174 0.58586 -1.10638
H -0.84571 -0.35388 -1.62797
H 1.73046 -0.02455 1.69654
C 2.70989 -1.40231 0.38209
H -5.33145 -1.57275 0.24052
H 5.99040 3.33568 0.43927
H 5.74147 -1.43548 1.31020
H 5.81066 -1.17756 -0.44604
O -2.88573 -1.13388 0.49127
N 3.96730 -0.76195 0.42480
C 2.56286 -2.57060 -0.36825
C -1.86103 1.07543 -0.42272
H -7.93670 -0.78260 1.74209
C 5.12510 2.69526 0.32376
H 5.81614 -3.53150 -0.16620
C -1.81236 2.30386 0.20635
H 3.64813 -4.22422 -1.19252
N -4.38305 0.89553 0.56382
H 4.53622 -3.49853 1.05428
H -6.26242 -0.34930 2.24843
N 3.98191 3.33090 0.08504
O -1.01610 -3.13023 -0.12562
H 1.71698 4.15469 -0.08735
C 0.19502 -2.57520 0.09608
C 0.51194 2.50184 -0.40448
C -5.65636 1.20706 -0.04615
C 1.61327 -0.88838 1.06334
C 4.04403 0.58683 0.29894
C -6.92704 -0.56862 1.42514
C 2.92105 2.54094 -0.07134
H -4.45876 0.52907 1.50037
H 6.18555 0.86692 0.65295
H -1.72167 -2.54020 0.20249

=====

Entry b
57
Properties=species:S:1:pos:R:3 method="wB97M-V/def2-TZVPD" spin_multiplicity=1 e_homo_ha=-0.309 e_lumo_ev=0.41 smiles="Cc1ccc(-c2nnc(SCC(=O)Nc3cccc(C(=O)N4CCOCC4)c3)n2C)cc1"
H -5.29174 -4.57718 0.36612
H -4.79103 -2.46180 2.00835
C -1.84324 2.97722 0.20410
H -1.10616 2.12799 2.60091
H 1.39035 -0.48970 0.51196
C 2.21403 -0.44011 -1.76507
C 0.37410 -0.40882 -3.29966
C 2.22031 -0.89493 1.08919
C -3.02105 -0.38636 0.01327
N -2.07119 2.85601 -1.07766
N 3.31695 -1.25942 0.22270
C -4.20556 -4.49994 0.34306
C 0.94955 3.55140 -0.57402
H -2.71168 -3.33403 -1.61259
H -3.82397 -4.92606 1.27021
H 4.18330 -2.68665 1.47708
H -3.83248 -5.08925 -0.49018
N -2.16883 1.82628 0.86081
O 3.81148 -0.37487 2.84474
N 0.57490 2.88035 -1.69317
H 1.62683 -2.11937 -2.95009
C 4.88030 -0.70268 1.98356
H 5.68102 -1.07842 2.62205
N -2.53012 1.61839 -1.29032
C 0.10959 0.90613 -2.96766
H 1.93137 0.32981 2.86160
C -3.80284 -0.81445 1.08373
C 4.45925 -1.76071 0.95918
C 1.42144 -1.08997 -2.70042
C -2.63941 -1.30668 -0.96088
H 1.88338 -1.79746 1.61744
O 1.82898 3.21273 0.18868
H -0.24712 -0.90936 -4.02743
H 2.97847 1.06758 1.61922
C 2.70993 0.12834 2.12370
H 5.26095 -1.96192 0.24788
C -1.97565 1.56509 2.25666
H -0.72984 1.42255 -3.40847
C 0.10152 4.78795 -0.31048
H -2.84533 1.88216 2.83645
H -4.14649 -0.10889 1.82549
H 5.22591 0.19843 1.45528
H -0.26008 3.21388 -2.16579
C -3.78910 -3.06753 0.21760
S -1.11386 4.35016 0.98857
C 3.37177 -1.14061 -1.12601
C -2.60130 0.99444 -0.14191
C -3.01818 -2.62990 -0.85294
C 1.97976 0.89377 -1.45484
H -1.80757 0.49880 2.40442
H -2.04149 -0.96603 -1.79177
H 2.61862 1.40807 -0.75729
C 0.91279 1.56428 -2.03742
H -0.43847 5.14785 -1.18351
C -4.17901 -2.13979 1.17799
H 0.70620 5.57673 0.13374
O 4.30968 -1.56349 -1.77612

=====

Ordering by calculated energy gives the sequence entry b, entry a, with the first entry being the most stable.